The following is a quantum chemistry calculation of 2 unconnected molecules or ions with the total composition CH6FN4 in a non-equilibrium geometry, from the OMol25 dataset.

Bonds (Å) are listed after each position.
Atoms and positions in Å:
1 N 1.39151 -0.36861 -0.52635  N5 1.178
2 C 0.11560 0.98846 0.53315  F9 1.350, N10 1.396, H11 1.078
3 H -1.92558 -1.31484 -0.36127  N12 1.030
4 H -1.42702 0.00679 1.45362  N10 1.012
5 N 2.33068 -0.51817 0.16864  N1 1.178, H7 1.023
6 H -0.29933 -0.84341 -0.79379  N12 1.064
7 H 3.15195 -1.05629 -0.11969  N5 1.023
8 H -1.64024 -0.00463 -1.37561  N12 1.034
9 F 0.15515 1.93594 -0.42745  C2 1.350
10 N -1.14319 0.38477 0.55836  C2 1.396, H4 1.012, N12 1.450
11 H 0.57922 1.32001 1.44777  C2 1.078
12 N -1.28875 -0.53001 -0.55737  H3 1.030, H6 1.064, H8 1.034, N10 1.450

Calculated values
E_LUMO (alpha / beta): -4.24 / -4.24 eV
charge: +1
calculated total energy: -360.1688 Eh
frontier orbital gap (alpha / beta): 8.13 / 8.14 eV
energy relative to the best compared isomer or geometry (same formula, charge and spin): 192.96 kJ/mol